Computed, not measured: C6H8OS in the gas phase, with wB97M-V/def2-TZVPD.

The geometry in XYZ format:
```
16
Properties=species:S:1:pos:R:3:lowdin_charge:R:1
C -1.125 1.587 0.427 -0.086
H 2.051 -0.099 -0.240 0.135
H 1.253 -3.094 -0.880 0.074
H -1.028 3.721 0.410 0.098
C -0.025 -0.737 -0.269 -0.433
H -1.823 2.850 1.735 0.091
S 3.306 -2.242 -1.695 0.627
H -1.676 -1.582 0.055 0.069
C -0.533 0.561 0.289 0.043
H -2.675 3.007 0.308 0.051
C 1.880 -2.141 -0.836 -0.629
C 1.396 -0.992 0.044 -0.244
H 1.519 -1.188 1.147 0.148
C -1.705 2.881 0.642 -0.093
O -0.797 -1.825 0.245 -0.006
H -0.018 -0.708 -1.380 0.155
```

## Properties
DFT total energy (a.u.): -706.733469
Max |F| (hartree/bohr): 0.0586
SMILES: CC#C[C@H](O)CC=S
Relative energy (zero: lowest compared OMol25 entry of this formula, charge and spin) (kJ/mol): 295.88
Orbital gap (eV): 8.403
Highest occupied orbital energy (hartree): -0.320
Multiplicity: 1



Computed, not measured: C6H8OS in the gas phase, with wB97M-V/def2-TZVPD.

The geometry in XYZ format:
```
16
Properties=species:S:1:pos:R:3:lowdin_charge:R:1
C -0.156 2.246 -1.732 0.015
H 1.273 -2.322 0.062 0.087
H 1.110 1.949 1.243 0.084
H -0.146 2.625 -2.687 0.029
H -0.956 1.597 -1.516 0.018
S -0.204 -0.809 -0.901 0.987
C 0.633 1.556 0.425 -0.088
C 0.802 2.297 -0.782 -0.179
C -0.305 -1.637 1.589 -0.224
H -0.373 -2.942 0.025 0.055
C 0.067 0.304 0.393 -0.596
H -1.378 -2.033 1.742 0.141
C 0.212 -2.098 0.238 -0.455
H 1.659 2.933 -0.792 0.091
H 0.248 -1.956 2.554 0.149
O -0.479 -0.225 1.507 -0.113
```

## Properties
DFT total energy (a.u.): -706.757863
Max |F| (hartree/bohr): 0.0718
SMILES: C=C/C=C1/OCCS1
Relative energy (zero: lowest compared OMol25 entry of this formula, charge and spin) (kJ/mol): 231.83
Orbital gap (eV): 8.541
Highest occupied orbital energy (hartree): -0.289
Multiplicity: 1



Q: Look up the DFT total energy of the first one.
A: -706.733469 a.u.



Q: Which value of DFT total energy does entry 2 give?
A: -706.757863 a.u.



Repeat the first record exactly.
Computed, not measured: C6H8OS in the gas phase, with wB97M-V/def2-TZVPD.

The geometry in XYZ format:
```
16
Properties=species:S:1:pos:R:3:lowdin_charge:R:1
C -1.125 1.587 0.427 -0.086
H 2.051 -0.099 -0.240 0.135
H 1.253 -3.094 -0.880 0.074
H -1.028 3.721 0.410 0.098
C -0.025 -0.737 -0.269 -0.433
H -1.823 2.850 1.735 0.091
S 3.306 -2.242 -1.695 0.627
H -1.676 -1.582 0.055 0.069
C -0.533 0.561 0.289 0.043
H -2.675 3.007 0.308 0.051
C 1.880 -2.141 -0.836 -0.629
C 1.396 -0.992 0.044 -0.244
H 1.519 -1.188 1.147 0.148
C -1.705 2.881 0.642 -0.093
O -0.797 -1.825 0.245 -0.006
H -0.018 -0.708 -1.380 0.155
```

## Properties
DFT total energy (a.u.): -706.733469
Max |F| (hartree/bohr): 0.0586
SMILES: CC#C[C@H](O)CC=S
Relative energy (zero: lowest compared OMol25 entry of this formula, charge and spin) (kJ/mol): 295.88
Orbital gap (eV): 8.403
Highest occupied orbital energy (hartree): -0.320
Multiplicity: 1



Q: Which formula does entry 1 have?
A: C6H8OS